No. 1
The following is a quantum chemistry calculation of a cluster of 2 separate species, C11H24BBrCl2NO5 in total at a distorted geometry, from OMol25.

XYZ file:
```
45
Properties=species:S:1:pos:R:3
Br 3.3429 -1.1002 0.0839
Cl 3.1975 2.2852 -1.3442
Cl 5.1937 3.4215 -3.1432
O 0.7505 -2.0783 -1.9548
O -3.7490 -1.4992 0.8831
O 1.4232 -1.3291 2.1119
O 0.9738 0.2368 -2.4457
O -0.7238 -0.9265 0.4854
N 0.7745 0.9373 0.3956
C -1.8814 -0.4233 -0.1914
C -3.8387 -2.0634 2.1864
C 0.5110 -0.5034 0.0240
C 4.9139 2.2946 -1.8282
C -0.4722 2.1619 -2.8816
C -2.5149 -2.4878 2.7860
C 1.3809 1.1138 1.7666
C 1.5111 -1.3905 0.7510
C 1.1251 -0.0665 2.6750
C -0.1205 0.7509 -3.2512
C -3.0420 -0.2947 0.7691
B 0.7345 -0.7734 -1.5616
H 0.2256 0.7485 -4.2731
H 0.0956 -0.0505 3.0158
H -4.3714 -1.4053 2.8678
H 0.3418 2.8270 -3.1266
H 1.7529 0.0747 3.5443
H 1.4265 1.3636 -0.2798
H -1.7112 0.5581 -0.6305
H -2.1889 -1.1096 -0.9763
H -4.4536 -2.9446 2.0766
H 5.1758 1.2949 -2.1533
H -0.6632 2.2865 -1.8233
H -1.3527 2.4550 -3.4370
H 1.0081 2.0180 2.2169
H 5.5070 2.5906 -0.9719
H -2.6989 0.0860 1.7248
H -2.0151 -1.6172 3.1980
H -0.0147 -2.2643 -2.5304
H 2.4435 1.2291 1.6211
H -1.8628 -2.9164 2.0411
H -0.0659 1.5124 0.3432
H -0.9724 0.0807 -3.1918
H -3.6952 0.4745 0.3573
H 1.2727 -2.3967 0.4578
H -2.6739 -3.1607 3.6135
```

Output
Spin multiplicity   1
E_HOMO   -12.70 eV
F_max   1.4 eV Å⁻¹
DFT total energy   -119281.933 eV
Net charge   +1


No. 2
The following is a quantum chemistry calculation of a cluster of 6 separate species, C19H50BN2O16S5 in total at a distorted geometry, from OMol25.

XYZ file:
```
93
Properties=species:S:1:pos:R:3
S 8.6493 -3.0485 -5.6864
S -2.4773 -1.0692 0.2009
S -4.2441 5.8422 1.2166
S -1.8308 5.5011 6.5631
S -5.2266 -4.9514 -2.6214
O -4.1178 -5.6967 -3.4738
O 8.9481 -2.8251 -4.1377
O -2.8530 5.4814 1.2809
O -0.4103 6.1678 6.3592
O -2.6873 -0.3757 1.5877
O -5.1412 4.9759 0.5132
O -1.0610 -1.0619 -0.1034
O -1.7013 4.0796 6.4261
O -3.3767 -0.5534 -0.7788
O -4.3595 7.3168 0.6624
O 7.9819 -1.8845 -6.1885
O -2.8005 6.1823 5.7591
O -4.9674 -5.1948 -1.2290
O -6.5217 -5.2172 -3.1601
O 5.6632 -4.4855 -0.1799
O 8.0452 -4.3310 -5.8782
N 6.3185 -2.1084 -0.0988
N 1.6451 -2.3595 -0.0814
C -4.8561 6.1397 2.8306
C 2.8483 -2.2212 -0.5009
C -2.9843 -2.6858 0.6600
C -0.2437 6.5022 3.9086
C -4.7694 -3.3060 -3.0354
C -3.9570 -7.1280 -3.2613
C -2.1764 0.9851 1.7877
C -2.9972 2.0361 1.0868
C 6.8821 -3.6109 -3.0459
C 0.3205 5.8409 5.1459
C 2.8759 -3.9032 1.0495
C -2.0544 5.9403 8.2477
C -4.4538 7.0539 -1.7962
C -5.0697 -7.9479 -3.8724
C 1.6229 -3.0506 1.2341
C -3.7154 7.6205 -0.6055
C 10.3142 -3.0931 -6.2388
C 3.8162 -2.8140 0.4736
C 7.8213 -2.4565 -3.3101
B 5.3268 -3.1720 0.0351
H 10.2762 -3.3213 -7.3019
H -1.1292 1.0055 1.4837
H -2.2120 1.1076 2.8675
H 1.8128 -2.2739 1.9821
H 6.6625 -1.7758 0.8012
H -3.8563 -7.3098 -2.1905
H -1.9734 7.0202 8.3367
H 0.7954 -2.0330 -0.5501
H 0.3565 4.7552 5.0476
H 6.1134 -3.3171 -2.3379
H -4.4370 5.9657 -1.7996
H 2.6507 -4.5570 0.2026
H -2.6295 3.0241 1.3644
H 3.8986 -1.9875 1.2063
H -6.0226 -7.7623 -3.3810
H -4.8262 -9.0057 -3.7685
H -4.8985 5.1706 3.3239
H -0.3153 7.5807 4.0483
H -3.9775 7.4123 -2.7095
H -3.0540 5.6095 8.5214
H 10.7684 -2.1213 -6.0684
H -1.2342 6.1257 3.6601
H 10.8368 -3.8786 -5.6998
H -2.9380 1.9454 0.0034
H -5.5044 -2.6491 -2.5749
H 3.2254 -4.4836 1.8962
H -3.0021 -7.3500 -3.7328
H 7.4196 -4.4588 -2.6227
H -5.4950 7.3750 -1.7919
H 0.6871 -3.5559 1.4451
H -4.7945 -3.1996 -4.1164
H -4.0471 1.9614 1.3685
H 6.3944 -3.9514 -3.9582
H 7.3096 -1.6121 -3.7761
H -5.1839 -7.7138 -4.9303
H -3.9995 -2.6351 1.0445
H -3.7776 -3.1006 -2.6428
H -3.7039 8.7077 -0.6312
H 8.2676 -2.1040 -2.3826
H -4.1691 6.7978 3.3560
H -2.3033 -3.0786 1.4102
H -2.9644 -3.2974 -0.2408
H -1.3027 5.4337 8.8461
H 0.4185 6.2993 3.0661
H 6.0800 -4.9007 0.5812
H -2.6822 7.2744 -0.5600
H 1.3282 6.1928 5.3556
H 3.0478 -1.7530 -1.4586
H -5.8499 6.5735 2.7607
H 5.9081 -1.2646 -0.4980
```

Output
Spin multiplicity   1
E_HOMO   -12.22 eV
F_max   1.1 eV Å⁻¹
DFT total energy   -111100.066 eV
Net charge   +1


No. 3
The following is a quantum chemistry calculation of the molecule C24H31N5O5 at a distorted geometry, from OMol25.

XYZ file:
```
65
Properties=species:S:1:pos:R:3
O 0.6402 -0.1293 -2.3431
O -2.9671 0.7130 0.7889
O 3.8362 -3.3242 1.6310
O -0.2074 3.9677 2.2541
O 3.9838 -1.2223 2.0407
N -0.8198 1.3812 0.9250
N 1.5550 -4.3114 0.8050
N 3.3194 -2.2215 1.8183
N 1.2501 -2.7874 -1.5573
N -1.3692 3.2519 4.0399
C -1.5590 4.0713 -2.2477
C -0.7971 -1.5999 1.5380
C -0.8639 5.3896 -2.4052
C -2.0353 1.3519 0.3305
C 1.9164 -2.0936 1.7445
C 1.3854 -0.8499 2.1224
C 0.0467 -0.5782 2.0079
C -0.3855 -1.0458 -2.0443
C -0.5708 0.7854 2.2267
C -2.9654 2.3276 -3.1763
C 1.6438 -4.1821 -1.6263
C -0.2975 -2.8117 1.1517
C 0.2648 1.7568 3.0682
C -1.4635 3.3569 -1.0627
C -3.7510 1.7733 -4.3263
C 1.0823 -3.1017 1.1996
C -2.8733 1.6340 -1.9794
C -2.1118 2.1337 -0.9311
C -0.4410 3.1055 3.0714
C 1.7978 -0.4257 -1.5992
C -2.2999 3.5401 -3.2962
C 2.2993 -1.8408 -1.8915
C 0.0504 -2.4864 -2.3188
C 1.0833 -4.9389 -0.4031
H 0.3884 1.3689 4.0787
H -4.4957 1.0612 -3.9793
H -0.7468 -3.1669 -2.0149
H 2.0852 -0.1200 2.4987
H -0.5106 5.7568 -1.4454
H -2.3688 4.0912 -4.2243
H 1.2435 1.8973 2.6086
H -1.6106 2.5066 4.6677
H 2.5837 -1.9077 -2.9558
H 0.2285 -2.6096 -3.4022
H -1.5618 0.6468 2.6809
H -0.0067 5.2825 -3.0699
H -0.0058 -4.9358 -0.4326
H 2.5474 0.3130 -1.8868
H -1.2304 -0.7721 -2.6779
H 2.7345 -4.2475 -1.5971
H -0.6755 -0.9509 -0.9884
H -0.0756 1.9162 0.5061
H 1.5835 -0.3347 -0.5242
H -0.9168 3.7780 -0.2304
H 2.5614 -4.4047 0.9438
H 3.1798 -2.0461 -1.2793
H -0.9748 -3.5733 0.8023
H 1.4312 -5.9734 -0.4149
H -1.9284 4.0891 4.0518
H -4.2506 2.5693 -4.8741
H 1.2976 -4.6671 -2.5494
H -3.0829 1.2586 -5.0177
H -1.5337 6.1283 -2.8417
H -3.3914 0.6959 -1.8439
H -1.8573 -1.4044 1.4705
```

Output
Spin multiplicity   1
SMILES string   Cc1cc(C)cc(C(=O)N[C@H](CC(N)=O)c2ccc(NCCN3CCOCC3)c([N+](=O)[O-])c2)c1
E_HOMO   -8.05 eV
F_max   1.3 eV Å⁻¹
DFT total energy   -43078.063 eV


No. 4
The following is a quantum chemistry calculation of a cluster of 3 separate species, C34H73F2N7O6P in total at a distorted geometry, from OMol25.

XYZ file:
```
123
Properties=species:S:1:pos:R:3
P -1.6107 -1.6643 -2.7403
F 3.0150 0.7586 -2.2771
F -2.2389 -0.3001 2.4114
O -3.0263 -2.4452 -2.3790
O 1.8818 6.0960 -6.5353
O -5.8946 5.2968 -2.0143
O -1.9857 -0.6350 -3.9665
O 1.1314 -0.3234 -0.5756
O -2.5003 1.6994 1.7200
N -1.2939 -5.1710 4.1007
N -0.5331 -2.6686 -3.2098
N 3.7756 -1.4589 4.2513
N -2.2694 0.2518 -1.0521
N 0.9108 4.0487 -6.0199
N -2.4344 2.4125 -2.1049
N -0.4464 1.6081 -0.9121
C -1.0348 -1.8469 -0.1626
C -2.0657 -4.0490 3.5951
C 0.1201 0.3121 -1.3161
C -2.6071 0.5827 1.4561
C -1.5889 3.6568 -4.0394
C 3.8503 -0.3331 5.1703
C 1.9573 5.0271 -6.0328
C 6.2285 -2.0885 3.8819
C -0.4170 4.6594 -6.0560
C 2.0374 2.4401 1.8804
C 1.7980 2.8221 -2.6672
C 3.3460 -2.7242 4.8263
C 1.9228 1.3097 -2.9346
C 4.8918 -1.5921 3.3258
C -3.0824 -6.7686 4.9940
C 4.7390 -0.4759 6.4089
C -1.8102 1.5258 -1.4381
C 0.1570 -5.3603 2.0917
C -1.8707 -5.8667 5.2426
C 1.1201 3.0028 -7.0501
C -1.8053 3.7032 -2.4920
C -1.0101 4.9675 -4.6350
C 1.9943 -2.6389 5.5218
C 1.4190 0.2284 0.7129
C -3.8202 2.1231 -2.5530
C -3.2613 -4.3558 2.6914
C -5.1008 4.1725 -1.6749
C -3.2024 0.1735 0.0657
C -4.6572 3.3675 -2.9301
C -0.7323 -6.0697 3.1031
C 3.2922 4.6181 -5.3738
C 2.4045 1.4265 0.7394
C -1.1359 -0.7024 -1.1735
C 0.6310 0.4748 -2.7668
H -0.1173 0.9080 -3.4551
H 1.8804 3.2815 -7.7999
H 2.3916 3.4447 1.5849
H 2.8351 -0.1043 5.5097
H -2.9161 -0.3597 -3.9579
H 2.5501 2.2061 2.8246
H -0.6818 -1.5409 0.8330
H 0.9456 2.5351 2.0226
H 4.5133 0.3285 7.1131
H -5.5919 2.9820 -3.3791
H 0.5096 0.4909 1.3010
H -2.4095 -3.4411 4.4370
H -2.0225 -2.3338 -0.0807
H -1.0821 -6.4797 5.6916
H 4.5737 -1.4185 6.9328
H 6.7283 -1.3256 4.4777
H 0.9335 -4.7779 2.5926
H -5.2956 6.0467 -2.1379
H 3.2505 -3.4573 4.0198
H 4.1539 4.9290 -5.9768
H -3.5905 -3.4315 2.2053
H -3.2742 -7.3764 5.8810
H -3.0159 -5.0677 1.9011
H 4.5837 -2.2789 2.5291
H 2.4438 2.0081 -0.1866
H -2.4802 3.2964 -4.5805
H -0.8248 2.8710 -4.2107
H 1.5273 2.1064 -6.5378
H 2.0366 -2.0306 6.4273
H 5.7970 -0.3953 6.1648
H -4.2063 4.0159 -3.6938
H -2.9251 -7.4534 4.1595
H 0.1962 2.6787 -7.5434
H 0.6499 -6.0952 1.4531
H 1.2376 -2.2196 4.8550
H -2.3966 4.5660 -2.1593
H 0.8527 -0.5246 -3.1810
H 3.3970 1.0165 0.9851
H -1.8628 5.6434 -4.8342
H 4.0847 -3.1310 5.5311
H 6.1159 -2.9880 4.4882
H 1.8919 -0.5844 1.2929
H 3.3222 3.5135 -5.2919
H 2.8233 3.2244 -2.7551
H -0.2783 5.4406 -3.9614
H 6.8998 -2.3352 3.0560
H -1.3926 -3.3829 3.0429
H -3.7490 -1.8815 -2.7079
H -5.6917 3.5307 -0.9999
H -1.5125 -6.6300 2.5681
H -0.4147 -4.6931 1.4416
H -4.0946 0.8046 -0.0635
H 4.1564 0.5597 4.6160
H 1.2214 3.3083 -3.4679
H -4.1134 -4.7404 3.2488
H -0.3589 -2.6246 -0.5407
H -0.8099 3.8063 -2.0360
H -2.1279 -5.1344 6.0137
H 5.0539 -0.6336 2.8215
H 1.4513 3.0749 -1.6573
H -4.2244 4.5235 -1.0899
H -1.1520 3.9793 -6.5224
H 1.6653 -3.6375 5.8143
H -0.1101 -6.8118 3.6101
H 3.3367 4.9949 -4.3406
H 0.2821 -2.6100 -2.6013
H -4.3862 1.6006 -1.7670
H -3.8343 1.4379 -3.4182
H -0.6738 1.7634 0.0763
H -0.4679 5.6020 -6.6285
H -3.5942 -0.8566 0.1356
H 2.1861 1.2315 -4.0089
H -3.9871 -6.1907 4.8062
```

Output
Spin multiplicity   1
E_HOMO   -9.69 eV
F_max   3.8 eV Å⁻¹
DFT total energy   -73873.667 eV
Net charge   +1


No. 5
The following is a quantum chemistry calculation of a cluster of 2 separate species, C4H15N2O in total at a distorted geometry, from OMol25.

XYZ file:
```
22
Properties=species:S:1:pos:R:3
O -1.9988 -1.5550 1.6444
N 2.3489 -0.5702 -0.0884
N -0.6402 -0.2545 -0.4376
C 0.9261 1.3305 0.5466
C -1.7646 -0.6035 -1.3970
C -0.4167 1.3501 -0.2688
C 2.1038 0.8554 -0.3151
H -1.3974 1.6046 0.1225
H -0.3771 1.7996 -1.2097
H 0.3475 -0.5291 -0.5409
H 0.8089 0.5724 1.3610
H 3.0037 1.5424 -0.1698
H -1.9859 0.0325 -2.1901
H 2.8926 -0.9377 -0.7649
H -2.5723 -0.9319 2.1138
H 1.7495 1.1775 -1.3348
H 0.9509 2.3266 1.0160
H -2.1822 -2.5057 1.9207
H 2.8626 -0.6224 0.8585
H -1.3896 -1.5260 -1.7326
H -1.0648 -0.6749 0.4222
H -2.7090 -0.7100 -0.7388
```

Output
Spin multiplicity   1
E_HOMO   -13.72 eV
F_max   5.0 eV Å⁻¹
DFT total energy   -9411.577 eV
Net charge   +1


No. 6
The following is a quantum chemistry calculation of a cluster of 13 separate species, C27H33Cl36FIN3O5S in total at a distorted geometry, from OMol25.

XYZ file:
```
107
Properties=species:S:1:pos:R:3
I -0.0733 1.7168 0.4784
Cl 8.6697 -1.0204 -3.7922
Cl -7.7305 5.8549 1.3637
Cl 3.5106 5.4563 7.1928
Cl -6.9202 2.3852 0.4831
Cl -7.2386 6.7528 4.0829
Cl 4.6343 -1.9429 -5.2473
Cl -8.2948 0.2237 1.8433
Cl 5.3932 -7.9959 4.9450
Cl 1.4174 -7.5211 6.3315
Cl -10.4061 2.2790 4.9052
Cl 8.3733 0.3368 -6.3365
Cl -10.0814 0.7118 7.3326
Cl 8.8934 1.8725 -3.9295
Cl -11.5929 2.4138 1.4024
Cl 4.8974 0.9423 -5.4703
Cl -7.3786 2.5387 3.3386
Cl 6.5791 -5.6831 -3.6340
Cl 0.5154 -3.6504 -0.1978
Cl -10.3680 4.7008 0.0967
Cl 0.9732 -7.0612 3.4962
Cl -5.1851 5.3020 2.6325
Cl 3.8901 0.5170 5.6196
Cl 1.6511 3.5779 5.9884
Cl -10.9396 4.7962 2.9420
Cl 1.0237 -3.3413 2.6496
Cl 4.2563 -0.6283 -7.8152
Cl 3.1244 -4.3085 0.9025
Cl 2.6626 -5.2459 5.0188
Cl 2.8208 -0.2023 3.0189
Cl 3.5350 2.6674 8.0064
Cl 3.9956 -4.3714 -3.4655
Cl 3.4471 -2.2804 4.9295
Cl 5.9198 -5.8788 6.8663
Cl 4.3136 -7.0799 -2.4660
Cl -9.9196 -0.5793 4.7349
Cl 6.4394 -5.4398 4.0433
S 2.6320 0.5355 -1.1176
F 3.7878 0.1107 -2.0855
O 0.7549 -2.3504 -5.0768
O -3.9150 0.4414 1.1473
O 3.2083 1.4528 -0.2040
O 1.5170 -0.7269 -6.3579
O 2.0243 -0.6676 -0.6593
N -0.2262 1.9122 -5.1884
N 3.0762 2.9301 -3.6969
N -3.1195 0.6897 -0.9627
C -0.3698 -0.4437 -2.6739
C 9.1896 0.3533 -4.7682
C -1.5531 -0.6879 -3.6489
C 0.4359 2.3140 -1.5188
C 1.7171 -3.2478 1.0351
C -3.2279 -0.0055 0.2502
C -6.5186 6.4493 2.5008
C 2.1176 -6.9132 4.8303
C 0.7580 3.8176 -1.5137
C -2.4352 -1.2721 0.4414
C 0.7786 0.4096 -3.2790
C 1.3092 -1.2906 -5.1532
C -3.5297 -0.0627 -2.1709
C 2.3837 2.2631 -3.0718
C 3.8986 -0.6818 4.3297
C -2.7054 0.2965 -3.4198
C 5.0942 -5.5171 -2.6951
C 6.4291 -6.6205 5.3526
C -7.0464 1.4606 1.9776
C 5.1371 -0.6081 -6.2893
C 1.4858 1.4094 -2.2575
C 1.8178 -0.5577 -3.9219
C 0.2728 1.2816 -4.3691
C 2.5330 4.0116 7.4523
C 1.9641 4.2769 -0.6901
C -10.4742 3.7619 1.5892
C -9.5981 0.8977 5.6446
H 1.8107 4.2297 8.2273
H -1.2277 -0.7178 -4.6850
H -6.1294 7.3842 2.1207
H -0.7652 -0.0371 -1.7445
H -3.3925 0.2332 -4.2663
H -6.0934 0.9741 2.1497
H -9.4899 3.3613 1.8006
H -0.4906 2.1940 -2.0797
H 0.8027 4.2055 -2.5322
H 7.4360 -6.9941 5.4806
H 4.9020 -0.7456 3.9300
H -3.4336 -1.1298 -1.9699
H -3.7129 1.5055 -0.8485
H 2.0450 -2.2315 0.8619
H 2.0711 -1.3322 -3.2019
H -4.5932 0.1126 -2.3489
H -1.3841 -1.1264 0.1847
H 6.1953 -0.7076 -6.4906
H 1.9059 0.1555 -6.2681
H -1.9416 -1.6838 -3.4258
H 2.8996 3.8329 -1.0180
H -2.7982 -2.0960 -0.1738
H 2.0668 5.3523 -0.8580
H -0.1175 4.2855 -1.0553
H -2.3538 1.3254 -3.3287
H 10.2529 0.2628 -4.9454
H -8.5317 1.0806 5.6193
H 2.7386 -0.0320 -4.1758
H 5.3556 -5.1255 -1.7211
H 0.0669 -1.4122 -2.4344
H 1.8023 4.1416 0.3759
H -2.4811 -1.5544 1.4890
H 2.9881 -7.5080 4.5984
```

Output
Spin multiplicity   1
E_HOMO   -9.80 eV
F_max   1.0 eV Å⁻¹
DFT total energy   -515701.776 eV


- Look up the E_HOMO of the first one.
  -12.70 eV


- Among the records above, which one has the highest DFT total energy?
  C4H15N2O


Repeat the first record exactly.
The following is a quantum chemistry calculation of a cluster of 2 separate species, C11H24BBrCl2NO5 in total at a distorted geometry, from OMol25.

XYZ file:
```
45
Properties=species:S:1:pos:R:3
Br 3.3429 -1.1002 0.0839
Cl 3.1975 2.2852 -1.3442
Cl 5.1937 3.4215 -3.1432
O 0.7505 -2.0783 -1.9548
O -3.7490 -1.4992 0.8831
O 1.4232 -1.3291 2.1119
O 0.9738 0.2368 -2.4457
O -0.7238 -0.9265 0.4854
N 0.7745 0.9373 0.3956
C -1.8814 -0.4233 -0.1914
C -3.8387 -2.0634 2.1864
C 0.5110 -0.5034 0.0240
C 4.9139 2.2946 -1.8282
C -0.4722 2.1619 -2.8816
C -2.5149 -2.4878 2.7860
C 1.3809 1.1138 1.7666
C 1.5111 -1.3905 0.7510
C 1.1251 -0.0665 2.6750
C -0.1205 0.7509 -3.2512
C -3.0420 -0.2947 0.7691
B 0.7345 -0.7734 -1.5616
H 0.2256 0.7485 -4.2731
H 0.0956 -0.0505 3.0158
H -4.3714 -1.4053 2.8678
H 0.3418 2.8270 -3.1266
H 1.7529 0.0747 3.5443
H 1.4265 1.3636 -0.2798
H -1.7112 0.5581 -0.6305
H -2.1889 -1.1096 -0.9763
H -4.4536 -2.9446 2.0766
H 5.1758 1.2949 -2.1533
H -0.6632 2.2865 -1.8233
H -1.3527 2.4550 -3.4370
H 1.0081 2.0180 2.2169
H 5.5070 2.5906 -0.9719
H -2.6989 0.0860 1.7248
H -2.0151 -1.6172 3.1980
H -0.0147 -2.2643 -2.5304
H 2.4435 1.2291 1.6211
H -1.8628 -2.9164 2.0411
H -0.0659 1.5124 0.3432
H -0.9724 0.0807 -3.1918
H -3.6952 0.4745 0.3573
H 1.2727 -2.3967 0.4578
H -2.6739 -3.1607 3.6135
```

Output
Spin multiplicity   1
E_HOMO   -12.70 eV
F_max   1.4 eV Å⁻¹
DFT total energy   -119281.933 eV
Net charge   +1